#w
{
  "formula": "C3H9NO2S",
  "method": "the ωB97M-V functional and the def2-TZVPD basis",
  "species": ["C", "C", "C", "N", "H", "H", "H", "H", "H", "H", "H", "O", "S", "O", "H", "H"],
  "coordinates": [[0.986, 1.766, 0.055], [0.359, 0.827, -0.724], [-1.030, 0.949, -1.288], [0.986, -0.325, -1.121], [2.116, 1.726, 0.289], [0.493, 2.694, 0.249], [-1.261, 1.924, -1.278], [-1.791, 0.521, -0.714], [-1.063, 0.505, -2.234], [0.526, -0.766, -1.880], [1.692, -0.881, -0.604], [0.975, -1.600, 1.821], [-0.396, -1.463, 2.650], [-1.473, -2.111, 1.574], [0.873, -0.939, 1.211], [-1.990, -2.827, 1.993]],
  "smiles": "C=C(C)N.OSO",
  "e_homo_ev": -8.10,
  "multiplicity": 1,
  "orbital_gap_ev": 8.7
}

#x
{
  "formula": "C3H9NO2S",
  "method": "the ωB97M-V functional and the def2-TZVPD basis",
  "species": ["C", "C", "C", "N", "O", "O", "S", "H", "H", "H", "H", "H", "H", "H", "H", "H"],
  "coordinates": [[0.153, 1.981, 0.708], [1.364, -0.392, -0.734], [0.042, -1.007, -1.052], [-1.528, -0.888, 1.122], [-2.491, -0.034, -1.088], [1.772, -0.323, 0.553], [-1.273, 0.053, -0.306], [-0.073, 2.724, -0.123], [-0.531, 2.267, 1.512], [2.154, -1.050, -1.174], [1.408, 0.650, -1.125], [-0.093, -1.823, -0.406], [-0.024, -1.107, -2.120], [-0.715, -1.310, 1.519], [-1.666, -0.224, 1.789], [1.500, 0.482, 0.924]],
  "e_homo_ev": -9.33,
  "multiplicity": 1,
  "orbital_gap_ev": 8.7
}

#y
{
  "formula": "C3H9NO2S",
  "method": "the ωB97M-V functional and the def2-TZVPD basis",
  "species": ["N", "C", "C", "O", "C", "S", "H", "H", "H", "H", "H", "H", "H", "O", "H", "H"],
  "coordinates": [[0.250, 1.589, -0.124], [0.844, 0.513, -0.926], [2.252, 0.187, -0.556], [2.691, -0.868, -0.196], [-0.053, -0.758, -0.865], [-1.839, -0.386, -1.035], [-0.524, 2.020, -0.605], [0.935, 2.345, 0.114], [0.928, 0.955, -1.972], [2.972, 1.067, -0.627], [0.033, -1.191, 0.129], [0.255, -1.372, -1.706], [-1.933, 0.572, -1.975], [-1.547, -0.129, 3.964], [-1.179, -1.016, 3.957], [-0.825, 0.505, 4.165]],
  "smiles": "N[C@@H](C=O)CS.O",
  "e_homo_ev": -9.12,
  "multiplicity": 1,
  "orbital_gap_ev": 9.6
}

Most stable structure among those shown: #y. Next: +119.5 kJ/mol.